1.
Density functional theory data (ωB97M-V/def2-TZVPD) for a 10-piece molecular cluster, C34H91F6N13O14P overall.

Atoms and positions in Å:
P1 -1.160 -0.163 -1.816
F1 -2.369 0.669 -2.530
F2 -1.107 0.718 -0.511
F3 -2.293 -1.183 -1.170
F4 0.066 -0.927 -1.058
F5 -1.080 -1.077 -3.173
F6 -0.004 0.834 -2.383
C1 1.773 4.824 -3.016
O1 2.804 4.576 -2.344
N1 1.546 6.052 -3.453
N2 1.060 3.753 -3.275
H1 2.221 6.656 -2.999
H2 0.592 6.426 -3.393
H3 1.464 2.896 -2.895
H4 0.327 3.645 -3.965
C2 1.233 -1.867 2.727
O2 1.102 -3.031 2.465
N3 2.255 -1.486 3.467
N4 0.389 -0.949 2.294
H5 2.164 -0.622 3.968
H6 2.594 -2.314 3.951
H7 0.029 -1.338 1.432
H8 0.741 -0.012 2.162
C3 -3.515 3.847 -1.843
O3 -4.068 4.883 -2.202
N5 -2.282 3.643 -2.234
N6 -4.020 2.909 -1.118
H9 -1.735 2.809 -2.147
H10 -1.990 4.336 -2.901
H11 -3.643 1.977 -1.181
H12 -5.003 2.983 -0.897
C4 0.248 -0.435 -6.372
O4 0.188 -0.597 -7.554
N7 -0.341 0.629 -5.768
N8 0.988 -1.189 -5.636
H13 -1.226 0.797 -6.258
H14 -0.572 0.412 -4.782
H15 0.854 -2.080 -6.103
H16 0.822 -1.207 -4.635
C5 -7.634 -1.412 2.169
O5 -7.709 -1.271 0.786
C6 -7.427 -2.447 0.048
C7 -7.559 -2.096 -1.415
N9 -6.709 -1.040 -1.919
C8 -5.277 -1.193 -1.847
C9 -4.817 -2.141 -2.955
O6 -4.916 -3.545 -2.568
C10 -3.788 -3.984 -1.806
H17 -7.713 -0.390 2.531
H18 -6.692 -1.862 2.502
H19 -8.414 -2.081 2.556
H20 -8.166 -3.185 0.392
H21 -6.445 -2.790 0.387
H22 -8.580 -1.703 -1.517
H23 -7.350 -3.026 -1.948
H24 -6.972 -0.182 -1.461
H25 -4.881 -1.515 -0.876
H26 -4.869 -0.203 -2.091
H27 -3.773 -1.985 -3.208
H28 -5.494 -1.972 -3.793
H29 -2.886 -3.762 -2.384
H30 -3.923 -5.046 -1.628
H31 -3.699 -3.384 -0.891
C11 2.919 4.190 7.376
O7 2.773 3.960 5.998
C12 3.471 2.727 5.657
C13 2.547 1.548 5.340
N10 1.825 1.572 4.053
C14 0.628 2.411 4.050
C15 0.184 2.624 2.656
O8 1.335 3.071 1.907
C16 0.880 3.787 0.720
H32 2.544 5.185 7.629
H33 3.966 4.188 7.678
H34 2.283 3.506 7.972
H35 4.037 2.445 6.552
H36 4.117 2.980 4.818
H37 1.752 1.429 6.089
H38 3.104 0.608 5.458
H39 2.425 1.995 3.366
H40 0.814 3.382 4.524
H41 -0.103 1.961 4.715
H42 -0.595 3.393 2.631
H43 -0.268 1.739 2.189
H44 1.746 3.994 0.099
H45 0.338 4.685 1.084
H46 0.250 3.099 0.154
C17 -2.681 3.204 8.283
O9 -2.638 2.856 6.907
C18 -2.681 4.037 6.090
C19 -2.980 3.593 4.645
N11 -4.307 3.030 4.664
C20 -4.974 2.824 3.403
C21 -4.224 1.891 2.456
O10 -4.154 0.601 3.069
C22 -3.443 -0.344 2.264
H47 -2.701 2.297 8.881
H48 -3.564 3.819 8.509
H49 -1.766 3.721 8.615
H50 -1.741 4.602 6.112
H51 -3.548 4.634 6.382
H52 -2.176 2.903 4.343
H53 -3.006 4.461 3.983
H54 -4.265 2.167 5.179
H55 -5.187 3.820 2.985
H56 -5.922 2.309 3.568
H57 -3.206 2.194 2.216
H58 -4.693 1.795 1.470
H59 -2.450 -0.545 2.658
H60 -3.450 -0.015 1.216
H61 -3.931 -1.327 2.330
C23 0.026 -4.476 -1.001
O11 1.071 -5.090 -1.755
C24 1.128 -6.482 -1.483
C25 2.431 -7.125 -1.946
N12 2.471 -7.113 -3.392
C26 3.561 -7.861 -3.968
C27 4.916 -7.144 -3.793
O12 4.895 -6.135 -4.862
C28 6.172 -5.491 -4.811
H62 0.039 -3.446 -1.294
H63 0.258 -4.593 0.070
H64 -0.868 -5.091 -1.172
H65 0.243 -6.952 -1.945
H66 0.940 -6.600 -0.418
H67 2.375 -8.131 -1.519
H68 3.215 -6.514 -1.469
H69 1.582 -7.470 -3.728
H70 3.413 -7.916 -5.047
H71 3.578 -8.919 -3.644
H72 5.671 -7.935 -3.930
H73 4.990 -6.618 -2.843
H74 6.978 -6.224 -4.968
H75 6.354 -5.037 -3.824
H76 6.154 -4.657 -5.504
C29 3.789 0.174 0.790
O13 4.123 0.375 -0.540
C30 3.067 1.101 -1.168
C31 3.506 1.149 -2.607
N13 4.528 2.090 -3.016
C32 5.840 1.877 -2.481
C33 6.430 0.614 -3.160
O14 7.746 0.343 -2.711
C34 8.620 1.318 -3.130
H77 2.736 -0.088 0.847
H78 3.698 1.125 1.317
H79 4.542 -0.550 1.071
H80 2.988 2.108 -0.722
H81 2.182 0.503 -0.990
H82 2.709 1.256 -3.332
H83 3.889 0.188 -2.925
H84 4.220 3.039 -2.882
H85 5.903 1.755 -1.396
H86 6.488 2.664 -2.834
H87 6.377 0.848 -4.238
H88 5.785 -0.173 -2.834
H89 9.606 0.876 -3.031
H90 8.583 2.206 -2.477
H91 8.409 1.631 -4.168

Forces on the atoms, in the same order (eV/Å):
P 0.82 -1.51 0.34
F 0.54 0.32 0.54
F -2.11 1.77 1.24
F 1.07 0.74 -0.42
F -0.15 -1.88 -0.92
F 0.35 0.18 0.83
F -0.47 0.43 -1.46
C 3.55 -2.31 2.12
O -0.17 1.11 -0.12
N -1.44 2.52 -0.43
N -2.33 -1.81 -0.94
H -0.15 0.10 -0.20
H 0.57 -0.39 -0.29
H -0.37 0.44 -0.28
H 0.27 0.26 0.15
C 0.38 -0.92 0.12
O -0.64 -2.54 -0.77
N 2.11 0.18 1.99
N -1.76 1.60 -1.79
H 0.09 0.39 0.13
H 0.29 0.65 0.07
H -0.65 0.47 -0.15
H 0.10 0.06 0.23
C -0.09 2.71 -1.95
O -0.95 0.44 0.44
N 3.31 0.26 -1.38
N -2.63 -2.93 2.64
H -0.10 -0.27 0.16
H 0.24 -0.16 0.08
H 0.08 -0.01 0.10
H 0.24 -0.02 -0.07
C -0.99 3.04 -1.09
O -0.71 -0.48 -2.92
N -2.22 0.90 1.58
N 1.90 -3.67 2.56
H 0.61 0.39 0.16
H 0.25 0.45 -0.68
H 1.10 -0.50 0.65
H 0.03 -0.08 -0.16
C 0.11 -0.08 0.04
O 0.02 0.45 -0.53
C -0.11 0.52 1.36
C 0.06 -0.29 0.27
N -0.43 0.37 0.27
C 0.36 -0.12 -0.71
C 0.13 -1.04 0.98
O -0.27 0.51 -0.12
C -0.41 1.17 -0.61
H -0.11 -0.21 0.54
H 0.27 0.18 -0.10
H -0.26 0.26 0.04
H 0.06 -0.34 -0.52
H 0.23 -0.25 -0.44
H 0.07 -0.60 -0.36
H -0.42 0.16 -0.39
H -0.09 0.14 0.11
H -0.01 0.08 0.01
H 0.16 -0.20 0.21
H 0.16 0.38 -0.28
H 0.23 -0.25 -0.12
H 0.19 -0.37 0.05
H 0.12 0.02 0.15
H -0.02 -0.43 0.16
C -0.96 0.67 0.43
O 0.51 -0.82 -0.07
C -0.93 0.33 0.46
C -1.01 -0.10 -0.08
N 0.60 -0.05 0.45
C 0.60 0.11 1.45
C -0.07 0.39 -1.03
O -1.01 0.32 -0.46
C 0.19 -0.76 1.17
H -0.05 0.05 -0.35
H 0.09 -0.33 0.16
H 0.57 -0.10 -0.10
H 0.39 -0.08 -0.40
H 0.16 -0.25 -0.04
H 0.25 0.39 0.24
H 0.29 0.22 -0.37
H 0.41 -0.09 -0.42
H 0.21 0.17 -0.20
H -0.48 -0.35 -0.29
H 0.03 0.10 0.02
H 0.20 -0.05 -0.01
H 0.12 0.38 0.13
H 0.26 -0.36 -0.66
H -0.38 0.24 -0.11
C 0.30 -0.06 -0.02
O 0.20 0.79 0.17
C -0.32 -0.64 -0.91
C 0.06 0.13 0.83
N -0.34 -0.31 0.40
C 0.35 -0.31 -0.44
C 0.35 -0.52 -0.31
O -0.15 0.08 -0.13
C -0.58 -0.28 0.18
H -0.27 -0.24 -0.17
H 0.19 -0.09 -0.01
H -0.19 0.22 -0.29
H -0.02 -0.04 0.35
H 0.21 0.29 0.26
H -0.20 0.08 -0.23
H 0.30 0.08 0.02
H -0.13 -0.28 0.14
H 0.12 -0.40 -0.33
H -0.15 0.27 0.27
H 0.30 0.48 0.19
H -0.42 0.10 0.07
H 0.39 0.51 -0.20
H 0.33 -0.24 0.17
H -0.28 0.35 -0.08
C 0.96 -1.60 0.28
O 0.45 -0.37 -0.06
C -0.65 0.83 -0.15
C -1.27 0.95 0.52
N -0.02 -0.03 0.11
C 0.27 -0.01 -0.04
C -1.98 -0.06 -1.63
O 1.69 -0.91 1.43
C -0.52 0.14 0.44
H -0.63 0.45 -0.07
H -0.05 0.39 -0.06
H -0.45 0.79 -0.19
H 0.14 -0.22 -0.28
H 0.47 -0.33 0.45
H 0.55 -0.32 0.10
H 0.08 -0.51 -0.41
H 0.14 0.15 -0.07
H -0.04 0.10 -0.07
H 0.30 0.17 0.37
H 0.35 0.69 -0.04
H 0.24 -0.19 0.17
H -0.06 0.32 -0.38
H -0.15 -0.15 0.00
H 0.21 -0.20 -0.41
C -0.22 0.31 -0.32
O -0.26 0.69 -0.44
C 1.34 -0.26 -0.28
C -0.12 0.05 -1.42
N -0.29 0.46 0.10
C 0.82 -0.85 -0.54
C -0.38 1.45 0.87
O -1.09 -0.83 -0.20
C 0.71 0.67 0.13
H -0.17 -1.33 0.17
H 1.06 0.29 0.56
H -0.41 -0.04 1.23
H -0.14 -0.19 -0.13
H -0.68 0.20 -0.31
H -0.75 0.33 0.13
H -0.11 -0.60 0.49
H -0.16 0.25 0.13
H 0.05 0.15 0.05
H -0.02 0.76 0.26
H 0.14 -0.63 0.14
H 0.02 -1.02 -0.29
H 0.34 0.18 -0.27
H 0.05 -0.04 -0.23
H 0.26 -0.06 0.17

## Properties
* HOMO level: -6.245 eV
* net charge: -1

2.
Density functional theory data (ωB97M-V/def2-TZVPD) for a 10-piece molecular cluster, C37H103N11O10 overall.

Atoms and positions in Å:
C1 6.696 -4.674 -4.480
O1 7.897 -4.216 -4.427
N1 6.323 -5.843 -3.993
N2 5.603 -4.189 -5.085
H1 7.068 -6.517 -4.100
H2 5.356 -6.110 -3.876
H3 5.706 -3.291 -5.535
H4 4.747 -4.726 -5.094
C2 2.935 7.295 -1.246
C3 4.329 7.280 -0.548
C4 4.249 7.693 0.841
O2 5.623 7.747 1.307
C5 5.778 8.422 2.556
N3 4.717 5.966 -0.719
H5 2.920 6.982 -2.290
H6 2.615 8.336 -1.216
H7 2.170 6.699 -0.747
H8 5.048 7.842 -1.145
H9 3.595 7.072 1.454
H10 3.784 8.677 0.793
H11 5.683 9.474 2.286
H12 6.727 8.276 3.073
H13 4.964 8.108 3.208
H14 4.001 5.303 -0.458
H15 4.811 5.859 -1.720
C6 3.135 -2.834 4.021
C7 3.510 -3.090 5.499
C8 3.397 -4.626 5.900
O3 2.050 -4.930 6.222
C9 1.749 -6.306 6.339
N4 4.868 -2.536 5.787
H16 3.168 -1.759 3.842
H17 2.089 -3.114 3.894
H18 3.746 -3.397 3.315
H19 2.849 -2.492 6.126
H20 4.028 -4.894 6.747
H21 3.801 -5.201 5.067
H22 2.272 -6.719 7.201
H23 1.955 -6.868 5.427
H24 0.682 -6.397 6.542
H25 5.003 -1.581 5.489
H26 5.587 -3.099 5.356
C10 -1.385 1.916 -0.737
C11 -0.063 1.142 -0.515
C12 -0.213 -0.431 -0.696
O4 1.074 -0.940 -0.798
C13 0.999 -2.143 -1.422
N5 0.965 1.675 -1.456
H27 -1.188 2.970 -0.538
H28 -2.149 1.496 -0.084
H29 -1.820 1.661 -1.703
H30 0.267 1.313 0.509
H31 -0.725 -0.545 -1.651
H32 -0.798 -0.856 0.119
H33 1.728 -2.845 -1.016
H34 1.153 -2.128 -2.501
H35 0.081 -2.721 -1.312
H36 1.680 0.980 -1.297
H37 0.707 1.506 -2.417
C14 -8.141 0.748 -0.938
C15 -7.151 -0.418 -1.248
C16 -6.789 -1.335 -0.124
O5 -5.998 -0.625 0.792
C17 -5.836 -1.251 2.073
N6 -7.749 -1.237 -2.320
H38 -8.395 1.420 -1.758
H39 -7.591 1.447 -0.308
H40 -9.071 0.406 -0.483
H41 -6.255 0.067 -1.636
H42 -6.110 -2.134 -0.420
H43 -7.725 -1.630 0.351
H44 -5.576 -2.287 1.855
H45 -6.783 -1.094 2.591
H46 -4.996 -0.702 2.497
H47 -8.308 -1.924 -1.835
H48 -8.397 -0.636 -2.810
C18 1.126 -0.513 -7.442
C19 2.472 -0.025 -7.022
C20 3.604 -0.287 -8.001
O6 4.904 -0.273 -7.323
C21 5.884 -0.200 -8.260
N7 2.333 1.442 -6.896
H49 0.842 -0.218 -8.452
H50 0.382 -0.071 -6.780
H51 1.107 -1.603 -7.452
H52 2.693 -0.473 -6.054
H53 3.597 0.414 -8.836
H54 3.478 -1.338 -8.262
H55 6.767 -0.381 -7.647
H56 5.957 0.792 -8.705
H57 5.843 -1.005 -8.993
H58 2.387 1.747 -7.857
H59 3.173 1.791 -6.457
C22 3.052 -8.939 0.616
C23 2.879 -10.513 0.220
C24 2.346 -11.489 1.298
O7 3.517 -11.726 2.104
C25 3.392 -11.220 3.384
N8 1.982 -10.640 -0.927
H60 2.072 -8.504 0.815
H61 3.468 -8.271 -0.137
H62 3.599 -8.785 1.546
H63 3.836 -10.932 -0.091
H64 1.864 -12.418 0.994
H65 1.574 -10.952 1.848
H66 3.387 -10.132 3.312
H67 4.269 -11.482 3.977
H68 2.626 -11.543 4.089
H69 2.083 -11.549 -1.355
H70 2.196 -9.874 -1.549
C26 -4.169 10.472 -1.117
C27 -5.080 9.587 -0.357
C28 -4.617 8.094 -0.457
O8 -4.616 7.620 -1.793
C29 -5.874 7.214 -2.185
N9 -5.040 10.130 0.987
H71 -3.134 10.559 -0.787
H72 -4.506 11.499 -1.260
H73 -4.180 10.082 -2.135
H74 -6.113 9.634 -0.701
H75 -5.122 7.412 0.227
H76 -3.543 8.071 -0.271
H77 -5.972 7.394 -3.256
H78 -6.737 7.746 -1.784
H79 -5.952 6.127 -2.179
H80 -5.138 11.123 0.825
H81 -4.056 10.125 1.212
C30 0.334 10.096 5.748
C31 -0.230 9.675 4.378
C32 -1.032 8.326 4.483
O9 -0.158 7.297 4.816
C33 -0.609 5.971 4.594
N10 -1.069 10.784 4.049
H82 -0.434 10.216 6.512
H83 0.831 11.066 5.735
H84 1.139 9.471 6.133
H85 0.597 9.609 3.671
H86 -1.366 8.133 3.464
H87 -1.856 8.412 5.191
H88 0.298 5.372 4.678
H89 -1.153 5.795 3.666
H90 -1.443 5.788 5.271
H91 -0.541 11.572 3.702
H92 -1.639 11.094 4.823
C34 -3.009 -7.346 1.985
C35 -3.629 -8.062 0.758
C36 -3.790 -7.206 -0.487
O10 -4.768 -7.698 -1.405
C37 -6.154 -7.449 -1.001
N11 -2.829 -9.261 0.512
H93 -2.935 -7.920 2.908
H94 -3.607 -6.460 2.196
H95 -2.131 -6.728 1.798
H96 -4.648 -8.421 0.899
H97 -2.852 -7.264 -1.041
H98 -4.052 -6.188 -0.200
H99 -6.488 -8.159 -0.245
H100 -6.775 -7.503 -1.895
H101 -6.333 -6.437 -0.638
H102 -3.297 -9.678 -0.280
H103 -1.892 -9.101 0.173

Forces on the atoms, in the same order (eV/Å):
C 3.17 1.78 -0.52
O -4.34 -1.26 -0.55
N 1.32 -3.27 1.90
N -0.05 2.88 -1.08
H -0.46 -0.42 0.75
H 0.57 -0.18 -0.24
H -0.60 -0.06 0.07
H 0.37 0.57 -0.34
C -0.26 2.32 0.44
C -2.54 -0.52 -2.62
C 1.47 1.42 1.05
O -0.46 -0.51 0.40
C -1.08 0.30 -0.91
N 2.41 -3.45 -0.31
H 0.52 -0.02 0.05
H -0.67 0.18 -0.27
H 0.23 -0.11 0.36
H -0.13 0.73 0.42
H 0.18 -0.38 0.16
H 0.12 0.52 0.59
H -0.06 0.39 0.66
H 0.10 -0.46 -0.56
H 0.01 0.20 0.36
H -0.15 -0.05 0.26
H 0.31 -0.59 -0.07
C -0.81 -0.25 0.98
C 0.94 0.02 -0.23
C 0.18 1.33 0.02
O -0.08 0.25 -0.72
C -0.09 0.42 0.32
N -0.32 -1.16 0.54
H 0.28 -0.05 -0.22
H -0.10 -0.19 -0.25
H 0.13 0.13 0.05
H -0.29 -0.34 0.07
H 0.20 0.39 0.29
H -0.33 -0.33 -0.40
H 0.24 -0.32 -0.05
H 0.28 -0.04 -0.09
H 0.01 0.17 -0.03
H -0.33 -0.03 -0.16
H 0.10 -0.01 -0.13
C 0.42 -1.58 0.56
C -0.80 -0.21 -1.05
C -0.53 3.31 -0.15
O -0.16 0.21 0.79
C 0.84 -3.06 -0.83
N -0.18 -0.70 1.38
H -0.41 -0.08 -0.34
H -0.02 0.38 0.56
H 0.40 0.63 -0.47
H 0.28 0.16 -0.04
H -0.32 -0.30 -0.13
H 0.02 -0.27 0.08
H 0.47 0.21 0.04
H 0.16 0.50 -0.29
H -0.57 0.45 0.39
H 0.91 0.28 -0.29
H -0.52 0.06 -0.25
C 1.27 0.07 1.01
C -1.10 1.21 -1.83
C 0.65 0.85 0.92
O 0.24 1.09 0.60
C -0.06 0.85 -1.90
N 0.42 -0.18 0.26
H 0.08 -0.65 -0.68
H -0.33 -0.06 0.73
H 0.07 -0.01 0.20
H 0.26 -0.19 0.01
H -0.80 -0.70 -0.66
H -0.13 -0.70 0.13
H -0.07 -0.30 0.70
H 0.20 -0.47 0.58
H -0.22 -0.30 0.47
H -0.35 -0.34 -0.27
H -0.10 -0.17 -0.27
C -0.47 -0.72 -0.65
C 0.42 1.70 -0.08
C 0.51 -1.90 1.80
O -3.39 0.52 0.31
C 2.18 -0.22 0.32
N 0.14 -0.21 0.60
H 0.18 0.25 -0.17
H 0.00 -0.36 0.08
H -0.29 -0.09 0.24
H 0.31 0.14 0.06
H -0.04 -0.17 -0.17
H 0.08 -0.08 -1.05
H 0.57 0.18 -0.49
H -0.01 0.03 -0.40
H -0.17 0.05 -0.39
H -0.21 0.60 -0.09
H 0.19 0.26 0.13
C -0.97 -1.70 0.40
C -0.19 0.21 -0.75
C 1.22 2.00 0.65
O -1.27 -1.27 0.01
C 1.23 0.89 1.35
N -0.50 1.04 0.34
H -0.34 -0.26 0.01
H 0.37 -0.61 -0.34
H 0.28 -0.31 -0.15
H 0.49 0.32 0.42
H 0.50 -0.03 -0.62
H -0.06 0.01 0.38
H -0.26 0.27 0.37
H 0.51 0.00 -0.41
H -0.94 -0.36 -0.77
H 0.08 0.19 -0.30
H -0.16 -0.38 -0.58
C 0.16 0.20 -3.15
C 0.18 -0.69 0.52
C 1.25 1.03 -0.14
O -0.24 0.63 0.75
C -0.78 -0.67 -2.26
N -0.21 -0.44 1.13
H -0.05 -0.51 0.35
H -0.41 0.07 0.43
H 0.60 0.08 -0.39
H -0.02 0.17 -0.26
H -0.25 0.10 0.04
H 0.07 0.09 0.77
H 0.16 0.33 -0.30
H 0.16 -0.17 0.69
H -0.37 -0.20 0.84
H -0.61 0.36 0.34
H 0.39 -0.38 0.67
C 1.46 -0.57 0.56
C 0.17 0.08 2.65
C 0.96 1.07 -1.36
O 0.85 -0.29 0.07
C -0.63 0.91 0.31
N -1.49 0.38 -1.90
H -0.25 -0.39 -0.06
H -0.16 0.28 -0.60
H -0.25 -0.56 0.16
H -0.23 -0.32 -0.18
H -0.74 0.07 -0.08
H -0.25 0.10 0.04
H -0.57 -0.38 0.20
H 0.64 0.37 -0.86
H 0.43 -0.64 0.87
H -0.02 -0.05 0.07
H 0.08 -0.06 0.05
C -1.34 1.59 -0.49
C 1.22 -0.23 0.58
C -0.04 0.15 -0.19
O -1.22 0.30 0.65
C 0.97 -0.05 -0.56
N -0.84 -0.70 -0.47
H 0.14 -0.21 -0.41
H -0.92 -0.15 0.43
H 0.89 -1.00 -0.46
H 0.02 -0.06 0.93
H 0.06 0.47 -0.07
H 0.13 0.34 -0.12
H -0.03 -0.07 -0.07
H 0.18 -0.47 -0.02
H 0.49 0.20 0.28
H 0.05 -0.70 -0.19
H 0.25 0.57 0.18

## Properties
* HOMO level: -8.418 eV
* net charge: 0
* SMILES: COC[C@H](C)N.COC[C@H](C)N.COC[C@H](C)N.COC[C@H](C)N.COC[C@H](C)N.COC[C@H](C)N.COC[C@H](C)N.COC[C@H](C)N.COC[C@H](C)N.NC(N)=O
* energy relative to the best compared isomer or geometry (same formula, charge and spin): 720.9 kJ/mol

| no. | energy (hartree) |
| --- | --- |
| 1 | -4055.96610 |
| 2 | -2825.84463 |